ORCA calculation (wB97M-V/def2-TZVPD) on a molecular structure, C22H42Cl3LaN2O4SSi in a non-equilibrium geometry.

Each line ends with the Löwdin charge.
Geometry (Å):
1 H -5.6248 -0.9640 0.6999  0.053
2 N 3.1942 -1.3951 1.2394  -0.158
3 H 4.7454 0.9589 -2.1976  0.101
4 C 3.1213 -1.3984 -4.1689  -0.089
5 H -4.2854 -2.9261 -0.5842  0.057
6 H -2.9540 -2.9520 0.6431  0.080
7 C 2.8339 -0.7755 -2.9629  -0.044
8 C -0.3085 2.3292 6.9394  -0.216
9 C 3.0040 -0.6974 -5.3617  -0.110
10 H -1.0985 -4.1538 -3.7206  0.095
11 C 2.1642 1.2510 -1.6085  -0.372
12 H 0.6659 -4.0130 -3.6920  0.096
13 N -0.3709 -2.1970 -3.6160  -0.153
14 C 4.4662 -1.7915 0.6751  -0.033
15 H 2.4853 1.1814 -6.2598  0.102
16 C -1.7260 5.0199 7.4795  -0.222
17 H 5.7333 3.0267 -0.1211  0.059
18 H 6.5717 1.5433 -0.5621  0.068
19 H -0.4810 -0.7586 -5.1162  0.096
20 H 3.4399 -2.4340 -4.1795  0.101
21 H -0.3781 -0.2314 -3.0306  0.092
22 H -4.3590 -1.3708 1.9304  0.071
23 H 3.2282 -1.1800 -6.3047  0.099
24 C -0.3103 -1.2573 -2.6723  -0.302
25 H 0.1561 2.3578 7.9234  0.026
26 H -2.7045 4.5501 7.5834  0.030
27 H -1.2339 1.7584 7.0235  0.031
28 H -1.5242 5.0214 4.1936  0.029
29 H 6.4095 2.8307 -1.7307  0.074
30 H -1.8809 6.0380 7.1267  0.028
31 H 2.1941 0.0080 2.4081  0.035
32 O -0.2086 -1.5075 -1.4591  -0.232
33 O 0.9162 -1.5475 1.1265  -0.210
34 H -0.7206 3.4878 3.8869  -0.012
35 La 0.0000 0.0000 0.0000  0.949
36 O 1.7307 0.3470 -0.6326  -0.493
37 C 3.3680 1.9932 -1.0432  -0.228
38 C 2.0575 -1.9071 0.7888  -0.305
39 C 2.9831 3.0081 -0.0162  -0.037
40 C -0.2622 -3.6030 -3.2910  -0.020
41 H 4.3417 -2.6722 0.0514  0.088
42 H -0.2700 -3.7162 -2.2138  0.086
43 H 5.1764 -2.0199 1.4684  0.093
44 O -2.2187 -0.5625 0.7481  -0.756
45 Cl 0.0655 1.4612 1.8033  0.002
46 H -2.3401 3.5092 4.5785  0.033
47 C -1.3739 4.0150 4.5799  -0.214
48 C -3.2902 -2.5116 -0.3203  -0.250
49 C 5.8841 2.3117 -0.9251  -0.093
50 S -3.3993 -0.6923 -0.2329  0.887
51 H 3.8222 3.3683 0.5731  0.069
52 C -0.4550 -1.8384 -5.0157  -0.030
53 H 0.4172 -2.2062 -5.5538  0.086
54 H -1.3543 -2.2611 -5.4648  0.094
55 H 4.8645 -0.9804 0.0650  0.087
56 C 2.3128 1.2470 -4.1246  -0.019
57 H 1.9944 2.2821 -4.1065  0.124
58 H 2.5220 3.8736 -0.4985  0.096
59 Si -0.6504 4.0502 6.3009  0.117
60 H -2.5779 -2.7942 -1.1214  0.036
61 Cl 1.1963 5.0471 6.1795  0.259
62 C -4.6351 -0.6747 1.1101  -0.254
63 H 2.1962 -2.7325 0.0778  0.150
64 H 3.8089 -0.4707 3.0055  0.098
65 C 3.2080 -0.2440 2.1250  -0.015
66 C 4.6153 1.7060 -1.4220  -0.118
67 C 2.5893 0.6282 -5.3351  -0.082
68 C 2.4398 0.5575 -2.9225  -0.190
69 H -1.2765 5.0766 8.4694  0.026
70 H 3.6377 0.6045 1.5988  0.091
71 H 0.3589 1.7854 6.2731  0.030
72 H 1.3873 2.0000 -1.7983  0.097
73 H 2.8989 -1.3161 -2.0304  0.105
74 H 2.2311 2.6000 0.6567  0.026
75 Cl -1.1579 1.4970 -1.3371  0.036
76 H -4.7128 0.3535 1.5197  0.068

Forces on atoms 1 to 2 (eV/Å):
H 0.35 0.19 0.29
N -0.10 -0.10 0.01

Frontier orbital gap (eV): 7.933
HOMO energy (eV): -7.8388



ORCA calculation (wB97M-V/def2-TZVPD) on a molecular structure, C22H42Cl3MgN2O3SSi in a non-equilibrium geometry.

Each line ends with the Löwdin charge.
Geometry (Å):
1 H -2.0967 1.2339 -3.6406  0.084
2 C 1.6787 -1.4302 4.4712  -0.354
3 C -1.3873 2.8199 0.0661  -0.032
4 H 0.6684 3.3661 -5.2053  0.093
5 H -0.5416 4.5922 -4.7652  0.072
6 H 3.8498 1.9638 -0.7080  0.023
7 C -2.4984 -2.7905 -1.7413  -0.059
8 H -3.7829 1.3274 3.3599  0.011
9 C -2.1271 -1.8653 4.1351  -0.403
10 H 1.2472 -0.4292 4.6872  0.084
11 H 2.7177 -1.7856 -1.8301  -0.031
12 H 4.5132 -2.7915 4.1528  0.090
13 H -0.6437 -4.8005 -1.6202  0.087
14 H 0.0730 -3.2450 -2.0652  0.078
15 H 0.9127 4.3810 -3.6963  0.081
16 H -1.4271 -1.8045 4.9803  0.026
17 H -3.1551 -2.0717 4.4711  0.031
18 O 0.9816 -2.1982 3.7416  -0.134
19 Cl 1.1724 0.9067 2.5655  -0.093
20 C -2.2331 2.3579 -5.4382  -0.118
21 C -0.6680 2.8579 -3.5549  -0.218
22 H 2.2738 1.8682 -4.4100  0.019
23 H -1.9961 -2.2703 -2.5766  0.101
24 H 3.5117 -1.1815 -3.3205  0.011
25 H 2.8988 -3.6108 4.2682  0.088
26 C 3.5993 -2.9279 4.7560  -0.043
27 O -0.6570 -2.4894 1.2945  -0.163
28 C 0.1613 3.8552 -4.3304  -0.055
29 C -3.4196 0.5586 4.0580  -0.436
30 O 0.7281 1.4216 -2.6611  -0.285
31 S -2.0984 -0.2992 3.2387  0.757
32 H -3.2215 1.9092 -5.5216  0.065
33 C -0.3360 -3.8220 -1.2335  -0.029
34 H -2.6401 -2.3220 0.8380  0.145
35 Cl 3.0887 -2.3739 0.9367  -0.152
36 H -3.4871 -0.3339 -0.8053  0.069
37 C 3.7532 -0.5458 5.4116  -0.037
38 H 3.8719 -0.6008 6.5022  0.084
39 H -3.0571 1.0398 4.9731  0.032
40 C 2.9637 1.3154 -0.5092  -0.222
41 H 2.7348 2.9338 -3.1580  0.018
42 H 2.2390 1.8656 0.1070  -0.026
43 H 4.7592 -0.6574 4.9825  0.092
44 N -1.5383 -3.1483 -0.7162  -0.169
45 H -2.5194 2.9682 1.8159  0.102
46 H -2.3889 3.4006 -5.6686  0.064
47 Cl 0.5069 -0.5204 -0.3243  0.261
48 H 1.7375 -1.5146 -3.3110  0.007
49 C -1.6188 -2.6393 0.5318  -0.315
50 Mg 1.0767 -1.4144 1.7727  -0.057
51 H 0.3894 -3.9281 -0.4390  0.078
52 C 2.5902 -1.1210 -2.7187  -0.196
53 Si 2.1148 0.7148 -2.1589  0.324
54 H -1.6676 1.8728 -6.2301  0.076
55 H 3.8529 1.6620 -3.6343  0.005
56 H -3.2473 -2.1373 -1.3107  0.055
57 C -1.1658 2.1537 -1.1428  -0.182
58 H -1.6393 0.3674 -2.2763  0.090
59 C -3.3240 1.3645 0.4970  -0.113
60 H 3.3205 0.4172 5.1018  0.088
61 C -2.4871 2.4454 0.8415  -0.102
62 H 3.9357 -3.3228 5.7217  0.084
63 H -0.6529 3.5924 0.3308  0.118
64 C -2.9632 0.5980 -0.6265  -0.094
65 H -2.9859 -3.6841 -2.1504  0.087
66 H -4.2198 -0.1550 4.2840  0.027
67 C 2.8109 1.8891 -3.4587  -0.194
68 H 3.3102 0.4813 0.1195  -0.021
69 C -0.1128 2.5397 -2.1783  -0.225
70 C -1.9143 1.0021 -1.4296  -0.125
71 H -4.2225 1.0747 1.0469  0.090
72 H -1.7694 -2.6426 3.4493  0.015
73 H 0.6045 3.2934 -1.7536  0.152
74 N 2.9164 -1.6465 4.9249  -0.163
75 C -1.6540 2.1095 -4.1155  -0.118

Forces on atoms 1 to 2 (eV/Å):
H 0.26 0.84 0.08
C -0.92 0.29 -0.95

Frontier orbital gap (eV): 7.516
Charge: -1
HOMO energy (eV): -5.1342



ORCA calculation (wB97M-V/def2-TZVPD) on a molecular structure, C22H42ClF6N2O4PdS2SbSi3 in a non-equilibrium geometry.

Each line ends with the Löwdin charge.
Geometry (Å):
1 H -4.8489 0.3753 -0.3440  0.003
2 H -0.2755 1.9000 -3.9351  -0.011
3 H -5.6215 0.5588 1.2458  0.024
4 H 0.4924 5.7151 -1.1013  0.004
5 H -2.3470 -3.8928 1.2371  0.062
6 N -1.2794 -1.9411 -0.4305  -0.127
7 H -5.1253 -0.6430 -3.6068  0.090
8 Sb -1.1163 2.7085 0.1122  0.766
9 H -3.7087 -3.0599 -0.3517  0.078
10 C -0.6129 -0.8893 -3.0506  0.039
11 C -1.8505 -1.2909 -2.7487  -0.273
12 Cl -2.8024 0.2207 -4.8568  0.639
13 H -0.3966 -0.2440 -3.8841  0.016
14 H 0.7311 -1.7692 1.3341  0.040
15 C 0.0121 -2.5599 1.5343  -0.068
16 N 2.4657 1.8204 1.5954  -0.291
17 H 1.2699 -2.8094 -0.8063  0.068
18 S 1.6163 1.4488 2.8729  0.510
19 C 4.4527 0.7844 0.2139  -0.668
20 C -4.2911 -1.0715 -3.0669  -0.133
21 H -4.1160 -2.0157 1.4658  -0.005
22 H 0.2102 -1.1995 -2.4165  0.062
23 F 4.8507 -0.0014 1.2205  0.115
24 H -1.8069 6.2267 -0.8850  -0.011
25 O 0.6780 0.4018 2.7177  -0.300
26 C -2.3587 6.0678 0.0425  -0.257
27 H -4.8062 1.9306 0.4814  -0.037
28 C -4.5355 -1.8888 -1.8906  -0.123
29 C -3.9386 4.3908 1.8777  -0.252
30 Si -0.3469 3.6129 -2.1456  0.230
31 O 2.0607 -0.2633 0.1238  -0.303
32 H 1.0974 3.0177 -4.0231  0.027
33 F 3.2778 -0.5015 3.5637  0.119
34 C -2.7658 1.3224 2.9972  -0.253
35 H -1.0067 -5.0415 1.0834  0.069
36 Si -3.0819 4.3178 0.1902  0.216
37 H -2.1805 5.2725 -2.8210  -0.006
38 H -1.7389 -3.2604 -2.0084  0.128
39 H -4.4266 -1.1675 2.9884  0.018
40 H 1.1243 1.6902 -2.8542  0.003
41 C -4.7625 0.8564 0.6328  -0.220
42 S 2.6227 1.0647 0.2251  0.546
43 C -3.6683 -1.3642 2.2183  -0.230
44 H -3.2139 4.5632 2.6743  0.023
45 H 0.5138 -3.3705 2.0714  0.080
46 H 1.0388 -4.4572 -0.1880  0.070
47 H 1.2894 5.4396 -2.6674  0.018
48 F 5.1360 1.9323 0.3018  0.117
49 H -5.5581 -1.9947 -1.5458  0.093
50 Si -3.1500 0.3014 1.4593  0.316
51 C 0.9257 4.9538 -1.7552  -0.251
52 O 2.4580 1.9656 -0.8783  -0.311
53 H -1.9972 -4.6563 -0.3273  0.066
54 H 1.7704 4.5061 -1.2305  0.011
55 H -4.6298 5.2418 1.8592  0.018
56 H -3.1463 6.8263 0.1058  0.017
57 H -2.8482 -1.9058 2.6859  0.001
58 C 2.8752 0.6953 4.0006  -0.669
59 C -3.5256 -2.4620 -1.2364  -0.059
60 C -0.6056 -3.0629 0.2349  -0.646
61 H -3.6488 1.3985 3.6431  0.024
62 C -2.0645 -2.2929 -1.5948  -0.363
63 H -0.7624 -2.1366 2.1752  0.056
64 H -1.9768 0.8035 3.5467  0.019
65 H -5.0323 3.2964 -1.0165  0.002
66 H 0.1590 -3.9265 -1.6267  0.064
67 C 0.5372 -3.6029 -0.6525  -0.058
68 F 2.3468 0.5213 5.2236  0.109
69 C -1.5466 -4.2376 0.5772  -0.067
70 C -1.6464 4.4349 -3.2665  -0.250
71 C -3.0385 -0.8192 -3.4628  -0.604
72 F 4.8176 0.1852 -0.9332  0.110
73 F 3.9625 1.4687 4.1408  0.110
74 H -2.3772 3.6920 -3.5928  0.014
75 H -1.1214 4.8040 -4.1556  0.019
76 H -4.5077 3.4969 2.1276  0.004
77 Pd -1.4204 0.0700 0.0445  0.371
78 C 0.4807 2.4169 -3.3446  -0.235
79 H -4.1145 4.3301 -2.0994  -0.007
80 O 1.2552 2.6463 3.5677  -0.292
81 H -1.6629 6.2223 0.8705  0.023
82 H -2.3996 2.3240 2.7861  -0.035
83 C -4.4892 4.2392 -1.0828  -0.230
84 H -5.1989 5.0553 -0.9045  0.019

Forces on atoms 1 to 2 (eV/Å):
H -0.01 0.01 0.02
H -0.03 -0.03 -0.02

Frontier orbital gap (eV): 5.840
Charge: -2
HOMO energy (eV): -1.3930